{"formula": "C32H53BrFN4O2", "method": "the ωB97M-V functional and the def2-TZVPD basis", "symbols": ["C", "C", "C", "F", "N", "C", "Br", "C", "N", "C", "C", "C", "C", "C", "C", "C", "C", "C", "H", "H", "H", "H", "H", "H", "H", "H", "H", "H", "H", "H", "H", "H", "H", "H", "H", "C", "C", "C", "C", "C", "C", "N", "O", "C", "C", "C", "H", "H", "H", "H", "H", "H", "H", "H", "H", "H", "H", "H", "H", "H", "H", "H", "H", "H", "C", "C", "C", "C", "C", "C", "N", "O", "C", "C", "C", "H", "H", "H", "H", "H", "H", "H", "H", "H", "H", "H", "H", "H", "H", "H", "H", "H", "H"], "positions_angstrom": [[-3.576, -0.888, 0.197], [-4.064, -2.372, -0.222], [-3.507, -3.524, 0.786], [-4.178, -4.757, 0.424], [-2.017, -3.634, 0.738], [-1.189, -4.343, -0.238], [-1.769, -5.408, -1.809], [0.330, -4.189, 0.064], [0.340, -3.358, 1.268], [-1.025, -3.060, 1.658], [-1.505, -2.207, 2.957], [-2.077, -3.332, 3.993], [-1.095, -4.553, 4.239], [-1.487, -5.738, 5.166], [-2.917, -5.664, 5.834], [-3.423, -6.865, 6.768], [-3.887, -4.432, 5.615], [-3.487, -3.221, 4.674], [-4.128, -0.636, 1.187], [-3.832, -0.131, -0.641], [-2.455, -0.843, 0.428], [-5.223, -2.345, -0.236], [-3.755, -2.604, -1.317], [-3.877, -3.248, 1.847], [1.182, -4.652, -0.535], [1.233, -3.084, 1.716], [-2.277, -1.406, 2.700], [-0.552, -1.798, 3.459], [-0.066, -4.608, 3.719], [-0.745, -6.589, 5.322], [-2.918, -7.833, 6.394], [-3.129, -6.595, 7.848], [-4.567, -6.969, 6.642], [-4.907, -4.439, 6.135], [-4.192, -2.325, 4.498], [3.768, 1.183, -1.435], [2.955, 0.561, -0.276], [2.190, 1.663, 0.490], [3.070, 2.487, 1.420], [3.853, 1.579, 2.361], [4.674, 0.504, 1.615], [3.864, -0.243, 0.600], [3.087, -1.140, 1.274], [5.899, 1.175, 0.943], [5.317, -0.438, 2.672], [1.897, -0.306, -1.020], [4.532, 1.888, -1.122], [4.255, 0.405, -2.031], [3.113, 1.744, -2.110], [1.393, 1.205, 1.095], [1.685, 2.332, -0.213], [3.744, 3.124, 0.840], [2.441, 3.163, 2.009], [4.513, 2.193, 2.983], [3.148, 1.099, 3.051], [6.368, 0.506, 0.216], [6.665, 1.428, 1.684], [5.665, 2.119, 0.451], [4.577, -0.910, 3.323], [5.990, 0.118, 3.331], [5.905, -1.225, 2.190], [2.371, -1.133, -1.559], [1.352, 0.295, -1.755], [1.144, -0.723, -0.346], [-1.511, 5.761, -3.936], [-1.068, 4.636, -2.971], [0.472, 4.510, -2.968], [1.031, 3.808, -4.198], [0.351, 2.460, -4.402], [-1.188, 2.566, -4.467], [-1.763, 3.360, -3.333], [-1.751, 2.559, -2.225], [-1.598, 3.188, -5.826], [-1.773, 1.128, -4.543], [-1.490, 5.187, -1.579], [-1.242, 5.594, -4.975], [-2.595, 5.909, -3.890], [-1.042, 6.711, -3.662], [0.793, 3.946, -2.080], [0.932, 5.498, -2.878], [0.916, 4.442, -5.082], [2.108, 3.654, -4.069], [0.737, 2.001, -5.319], [0.645, 1.791, -3.583], [-2.646, 3.500, -5.820], [-1.487, 2.463, -6.640], [-0.981, 4.037, -6.122], [-1.472, 0.504, -3.697], [-1.423, 0.610, -5.441], [-2.867, 1.151, -4.582], [-2.579, 5.268, -1.499], [-1.075, 6.187, -1.417], [-1.131, 4.567, -0.754]], "forces_ev_per_a": [[-0.3, -0.6, 0.5], [0.3, 0.3, -0.6], [-2.8, 1.2, -0.5], [2.1, 2.0, 0.8], [5.7, -0.7, 0.1], [3.7, 0.3, 0.4], [0.4, 1.4, 2.1], [-6.1, 0.6, 0.7], [-4.2, -1.3, -2.0], [-0.2, 0.1, -0.6], [0.8, -2.2, 0.4], [-0.7, -2.0, 1.5], [-3.2, -0.4, 1.8], [-2.8, 4.1, -1.1], [0.5, 2.0, -1.5], [0.3, 0.8, -1.0], [3.5, 0.0, -1.9], [2.9, -3.7, 0.7], [0.9, -0.1, -1.7], [0.4, -1.3, 1.6], [-1.5, 0.0, -0.6], [2.0, -0.5, 0.3], [-0.3, 0.2, 1.9], [1.2, -0.8, -1.6], [-1.3, 1.0, 1.3], [-1.0, 0.3, -0.1], [1.3, -1.2, 0.3], [-1.6, -0.2, -1.1], [-1.9, 0.3, 0.9], [-1.4, 1.3, -0.1], [-0.8, 1.5, 0.9], [-0.6, -0.7, -1.6], [1.9, 0.2, 0.4], [1.7, 0.0, -0.9], [1.4, -1.7, 0.3], [0.3, 0.2, 0.0], [-0.4, 0.7, -2.2], [0.1, -0.1, 0.5], [0.0, 0.0, 0.0], [-0.4, 0.0, -0.2], [2.1, 0.7, 0.7], [-3.4, -1.2, 2.9], [1.7, 1.0, -1.5], [0.0, 0.2, -0.3], [-0.6, -0.5, -0.2], [0.2, -0.5, 0.6], [0.0, -0.1, 0.1], [0.0, 0.0, 0.2], [-0.1, -0.2, 0.2], [0.2, -0.1, -0.1], [0.1, -0.3, -0.2], [0.0, 0.0, 0.0], [0.1, 0.0, -0.1], [0.1, -0.3, -0.1], [0.1, -0.1, -0.1], [-0.1, 0.1, 0.0], [-0.3, -0.2, 0.0], [-0.1, -0.1, -0.1], [0.0, 0.0, -0.2], [-0.1, 0.2, -0.3], [-0.1, 0.1, 0.0], [0.0, 0.1, 0.1], [0.3, 0.2, 0.2], [0.2, 0.0, 0.0], [0.0, 0.0, -0.3], [-0.2, 2.2, 0.0], [0.1, -0.5, 0.0], [0.0, 0.0, 0.0], [0.1, 0.2, 0.3], [-0.3, -0.7, -2.1], [2.0, -2.5, 3.3], [-0.7, 1.5, -2.1], [0.1, 0.3, -0.1], [-0.1, 0.1, 0.8], [-0.2, -0.8, 0.1], [0.0, -0.1, 0.0], [0.1, -0.1, 0.0], [0.0, -0.2, 0.2], [-0.2, 0.0, 0.0], [-0.3, 0.0, 0.0], [0.0, 0.0, 0.0], [-0.1, 0.1, -0.1], [-0.3, 0.0, 0.0], [-0.2, 0.0, 0.0], [0.1, 0.0, 0.1], [0.0, 0.0, 0.3], [-0.1, 0.0, 0.1], [-0.1, 0.2, 0.1], [0.1, 0.4, 0.0], [0.1, 0.1, 0.1], [0.1, -0.1, 0.0], [0.0, -0.1, -0.3], [-0.1, -0.1, -0.2]], "lowdin_spin": [0.000, 0.000, 0.000, 0.000, 0.000, 0.000, 0.000, 0.000, 0.000, 0.000, 0.000, 0.000, 0.000, 0.000, 0.000, 0.000, 0.000, 0.000, 0.000, 0.000, 0.000, 0.000, 0.000, 0.000, 0.000, -0.001, 0.000, 0.000, 0.000, 0.000, 0.000, 0.000, 0.000, 0.000, 0.000, 0.002, 0.025, 0.015, 0.001, 0.015, 0.025, 0.352, 0.559, 0.002, -0.001, -0.001, 0.000, 0.001, 0.000, 0.002, 0.001, 0.000, 0.001, 0.001, 0.003, 0.001, 0.000, 0.000, -0.001, 0.000, 0.000, 0.000, 0.000, -0.001, 0.001, 0.024, 0.013, 0.001, 0.013, 0.024, 0.332, 0.585, 0.001, -0.001, -0.001, 0.000, 0.001, 0.000, 0.002, 0.001, 0.000, 0.001, 0.001, 0.003, 0.001, 0.000, 0.000, -0.001, 0.000, 0.000, 0.000, 0.000, -0.001], "orbital_gap_ha": [0.2794, 0.2927], "max_force_ha_per_bohr": 0.11916, "e_homo_ev": [-10.8, -11.1], "charge": 1, "spin_multiplicity": 3}

***

{"formula": "C32H53F2IN2O14P", "method": "the ωB97M-V functional and the def2-TZVPD basis", "symbols": ["C", "C", "C", "O", "O", "C", "O", "C", "C", "C", "N", "C", "O", "F", "C", "O", "F", "N", "C", "C", "C", "P", "O", "O", "C", "C", "O", "C", "C", "C", "C", "C", "C", "I", "H", "H", "H", "H", "H", "H", "H", "H", "H", "H", "H", "H", "H", "H", "H", "H", "H", "H", "H", "H", "H", "H", "H", "H", "H", "H", "H", "H", "H", "O", "C", "O", "C", "C", "C", "H", "H", "H", "H", "H", "H", "H", "H", "O", "C", "O", "C", "C", "C", "H", "H", "H", "H", "H", "H", "H", "H", "O", "C", "O", "C", "C", "C", "H", "H", "H", "H", "H", "H", "H", "H"], "positions_angstrom": [[2.647, 2.733, 1.116], [1.827, 3.299, -0.063], [2.593, 2.970, -1.335], [1.931, 3.226, -2.588], [0.533, 3.474, -2.406], [-0.197, 2.458, -2.964], [-0.212, 2.216, -4.122], [-1.059, 1.700, -2.006], [-2.354, 2.162, -1.760], [-3.144, 1.497, -0.859], [-4.464, 1.969, -0.592], [-5.345, 0.933, -0.152], [-5.375, 0.495, 0.945], [-6.112, 0.469, -1.092], [-4.464, 3.139, 0.263], [-4.637, 4.207, -0.170], [-4.223, 2.915, 1.529], [-2.655, 0.409, -0.225], [-1.434, -0.098, -0.457], [-0.940, -1.288, 0.293], [-2.004, -2.253, 0.832], [-1.311, -2.894, 2.389], [-1.001, -1.769, 3.284], [-0.003, -3.711, 1.998], [1.271, -3.112, 2.312], [2.388, -4.011, 1.847], [-2.409, -3.878, 2.924], [-2.206, -4.367, 4.282], [-1.129, -5.453, 4.372], [-0.604, 0.550, -1.376], [0.759, 0.000, -1.677], [0.727, -1.064, -2.836], [-0.628, -1.675, -3.144], [2.198, -2.541, -2.370], [3.632, 3.181, 1.184], [2.742, 1.657, 0.959], [2.081, 2.841, 2.036], [0.849, 2.834, -0.011], [1.797, 4.378, 0.056], [3.476, 3.606, -1.353], [2.954, 1.942, -1.272], [-2.723, 3.041, -2.264], [-3.227, -0.060, 0.477], [-0.339, -0.896, 1.121], [-0.255, -1.864, -0.314], [-2.949, -1.801, 1.118], [-2.119, -3.098, 0.157], [1.392, -2.941, 3.376], [1.408, -2.146, 1.830], [3.327, -3.661, 2.267], [2.238, -5.031, 2.197], [2.480, -4.027, 0.764], [-1.984, -3.540, 4.946], [-3.162, -4.775, 4.583], [-1.463, -6.225, 5.055], [-0.940, -5.865, 3.388], [-0.206, -5.015, 4.738], [1.350, 0.823, -2.058], [1.183, -0.418, -0.774], [1.037, -0.538, -3.731], [-1.034, -2.268, -2.327], [-0.496, -2.364, -3.968], [-1.335, -0.934, -3.503], [-4.250, 4.802, 8.573], [-4.255, 4.571, 7.399], [-4.574, 3.326, 6.979], [-4.782, 2.990, 5.611], [-3.480, 2.664, 4.906], [-3.834, 5.611, 6.384], [-5.345, 3.773, 5.100], [-5.420, 2.107, 5.626], [-2.808, 3.522, 4.887], [-3.669, 2.350, 3.880], [-2.961, 1.860, 5.428], [-2.748, 5.604, 6.305], [-4.156, 6.584, 6.745], [-4.269, 5.473, 5.396], [4.349, -1.392, 2.202], [5.242, -0.709, 1.773], [6.145, -0.205, 2.624], [7.337, 0.468, 2.203], [7.086, 1.937, 1.929], [5.304, -0.341, 0.308], [7.788, -0.042, 1.351], [8.032, 0.364, 3.033], [6.379, 2.079, 1.111], [8.017, 2.440, 1.670], [6.662, 2.416, 2.812], [4.652, 0.515, 0.136], [4.940, -1.190, -0.265], [6.302, -0.114, -0.059], [-1.241, -1.707, -6.004], [-0.818, -1.779, -7.131], [-0.859, -2.957, -7.758], [-0.552, -3.127, -9.149], [0.934, -3.295, -9.382], [-0.173, -0.592, -7.807], [-0.976, -2.313, -9.738], [-1.075, -4.033, -9.447], [1.493, -2.410, -9.078], [1.134, -3.482, -10.437], [1.314, -4.134, -8.799], [0.870, -0.537, -7.499], [-0.687, 0.308, -7.478], [-0.227, -0.616, -8.892]], "forces_ev_per_a": [[-0.7, -0.4, -0.6], [1.1, -0.1, 0.5], [-0.2, 0.3, 0.7], [0.3, -0.1, -0.7], [-0.3, -0.2, 1.0], [0.3, 0.1, -0.5], [0.1, -0.3, -0.5], [-0.6, 0.1, 0.8], [0.2, 0.0, 0.0], [0.1, 0.5, -0.6], [0.2, -0.8, 0.5], [-0.1, -0.3, 0.8], [0.0, -0.1, 0.3], [-0.1, 0.2, -0.8], [-0.2, 0.4, -0.7], [-0.1, 0.8, -0.3], [0.2, -0.6, 0.5], [0.0, -0.2, 0.2], [0.4, 0.1, -0.6], [-0.6, -0.1, 0.3], [0.8, -0.6, 0.4], [0.1, 0.9, 0.4], [0.0, 0.2, 0.1], [-0.6, 0.0, -0.2], [1.3, 0.0, 0.0], [-0.1, -0.5, 0.0], [0.3, -0.3, -0.2], [-0.1, -0.7, 0.4], [-0.2, 0.7, -0.1], [0.2, 0.1, 0.0], [-0.6, -0.2, -0.6], [-0.5, 0.7, 0.5], [0.5, -0.7, 0.0], [0.0, -0.1, -0.2], [0.1, 0.1, 0.2], [0.3, -0.1, 0.1], [0.2, 0.3, 0.2], [-0.2, 0.2, -0.2], [-0.6, 0.1, -0.1], [0.1, 0.1, -0.2], [-0.3, -0.2, -0.4], [-0.2, 0.0, 0.0], [0.0, 0.1, 0.0], [0.0, 0.1, 0.1], [0.1, 0.0, -0.3], [-0.2, -0.1, -0.1], [-0.5, 0.1, -0.2], [-0.5, 0.0, 0.2], [-0.4, 0.2, -0.1], [0.0, 0.2, 0.0], [-0.1, -0.1, 0.0], [-0.1, 0.0, -0.1], [0.0, 0.3, -0.1], [-0.2, 0.0, -0.2], [0.1, -0.2, 0.1], [0.0, -0.3, -0.1], [0.2, -0.1, 0.0], [0.5, 0.0, 0.3], [0.3, 0.2, 0.1], [0.3, -0.2, -0.2], [-0.1, 0.1, 0.2], [-0.1, -0.1, -0.1], [-0.1, 0.2, 0.1], [0.0, -0.1, 0.1], [0.2, 0.2, -0.1], [-0.2, -0.2, 0.2], [0.1, 0.0, -0.2], [0.1, 0.1, 0.1], [-0.4, 0.1, -0.2], [0.0, 0.0, 0.0], [0.0, 0.0, 0.1], [0.0, 0.0, -0.1], [0.0, 0.0, 0.0], [-0.1, 0.0, 0.0], [0.0, 0.0, 0.0], [0.1, 0.0, 0.1], [0.1, -0.1, 0.0], [0.0, 0.0, 0.1], [-0.1, 0.2, -0.2], [0.0, -0.2, 0.2], [0.1, 0.2, -0.1], [-0.2, 0.0, 0.0], [0.4, -0.3, -0.2], [-0.1, 0.0, 0.0], [-0.1, -0.1, 0.1], [0.1, 0.0, -0.1], [0.0, 0.0, 0.0], [0.1, 0.0, 0.0], [0.0, 0.0, 0.0], [-0.2, 0.0, 0.0], [0.0, 0.2, 0.1], [0.0, 0.0, -0.1], [0.2, 0.2, 0.0], [-0.3, -0.2, 0.1], [0.2, 0.0, -0.2], [0.1, 0.1, 0.2], [-0.4, 0.1, -0.2], [0.0, 0.1, 0.1], [-0.1, 0.0, 0.1], [0.0, 0.0, -0.1], [0.0, 0.0, 0.0], [0.0, -0.1, 0.0], [0.0, 0.0, 0.0], [0.1, 0.0, 0.2], [0.1, -0.1, 0.0]], "mulliken_charge": [-1.204, 0.288, -0.533, -0.332, -0.173, -0.637, -0.415, 1.552, 0.163, -1.034, 0.238, 0.606, -0.394, -0.230, 0.436, -0.407, -0.121, 0.371, 0.036, -1.438, -0.728, 0.891, -0.727, -0.273, 0.239, -1.264, -0.328, -0.319, -0.994, 0.805, -1.109, -0.756, -1.517, 0.096, 0.358, 0.112, 0.402, -0.036, 0.412, 0.432, 0.261, 0.712, 0.183, 0.616, 0.326, 0.279, 0.367, 0.312, 0.043, 0.385, 0.373, 0.163, 0.316, 0.373, 0.375, 0.240, 0.291, 0.139, 0.787, 0.810, 0.262, 0.612, 0.315, -0.536, 0.701, -0.371, -0.543, -0.569, -0.876, 0.390, 0.331, 0.263, 0.044, 0.337, 0.235, 0.307, 0.306, -0.490, 0.624, -0.381, -0.418, -0.826, -0.490, 0.361, 0.322, 0.138, 0.385, 0.291, -0.075, 0.193, 0.357, -0.560, 0.745, -0.356, -0.426, -0.958, -1.012, 0.379, 0.306, 0.274, 0.356, 0.300, 0.246, 0.322, 0.365], "orbital_gap_ha": 0.2630, "max_force_ha_per_bohr": 0.02539, "e_homo_ev": -11.6, "charge": 1, "spin_multiplicity": 1}